Molecular formula: C51H44N8NaO7S3
Method: DFT, ωB97M-V/def2-TZVPD

## Properties
Net charge ... -1
HOMO energy ... -4.162 eV
E ... -116773.193 eV
Maximum force ... 2.07 eV/Å
2S+1 ... 1
Frontier orbital gap ... 6.26 eV
Relative energy (zero: lowest compared OMol25 entry of this formula, charge and spin) ... 171.7 kJ/mol

XYZ file:
```
114
Properties=species:S:1:pos:R:3:mulliken_charge:R:1
Na -0.63 -0.55 -0.99 1.170
O -2.50 -4.43 -0.62 -0.467
C -2.79 -3.45 -1.50 0.026
O -2.42 -3.45 -2.64 -0.518
C -3.61 -2.35 -0.88 0.296
C -4.80 -2.55 -0.22 -0.489
C -5.49 -1.43 0.23 -0.697
C -4.94 -0.17 0.04 -0.875
C -3.69 -0.07 -0.57 -0.436
N -3.05 -1.14 -1.04 0.561
C -2.97 1.28 -0.75 1.101
O -3.69 2.29 -0.84 -0.829
O -1.72 1.19 -0.79 -0.566
H -1.83 -5.00 -1.04 0.393
H -5.19 -3.55 -0.08 0.519
H -6.44 -1.54 0.73 0.418
H -5.43 0.74 0.37 0.576
N 0.44 -2.36 -4.31 -0.663
C 1.23 -3.27 -3.48 -0.910
C 1.08 -3.14 -1.96 0.301
O 1.51 -4.09 -1.29 -0.744
O 0.54 -2.07 -1.51 -0.328
H 0.59 -1.42 -3.96 0.284
H -0.53 -2.53 -4.11 0.308
H 2.29 -3.11 -3.70 0.276
H 0.99 -4.29 -3.75 0.346
N 0.95 -1.62 2.12 -0.460
S 2.33 -2.52 2.07 -0.031
N 1.00 -0.47 2.94 -0.308
S 1.82 0.85 2.45 2.033
N 2.09 1.92 1.23 -0.561
S 0.09 3.63 1.02 -0.081
N 1.04 2.37 0.42 -0.235
C -0.49 4.21 -0.54 0.903
C 0.32 5.14 -1.19 -0.737
C -0.07 5.64 -2.42 -0.780
C -1.26 5.20 -3.00 -0.555
C -2.04 4.25 -2.36 -0.560
C -1.66 3.74 -1.12 0.187
C -1.48 3.15 1.76 0.493
C -1.65 1.88 2.27 0.228
C -2.79 1.58 3.00 -0.945
C -3.75 2.55 3.22 -0.640
C -3.59 3.83 2.68 -0.744
C -2.45 4.13 1.96 -0.284
C 1.41 1.89 3.89 0.020
C 1.96 3.17 3.88 -0.401
C 1.56 4.09 4.84 -0.763
C 0.61 3.76 5.79 -0.463
C 0.08 2.47 5.81 -0.636
C 0.47 1.54 4.86 -0.354
C 3.58 0.53 2.79 -0.405
C 4.60 0.82 1.88 -0.494
C 5.88 0.35 2.12 -0.654
C 6.16 -0.39 3.26 -0.466
C 5.15 -0.65 4.17 -0.786
C 3.86 -0.21 3.93 -0.349
C 3.25 -2.11 0.55 2.214
C 4.38 -2.82 0.20 -1.139
C 5.14 -2.41 -0.88 -0.666
C 4.78 -1.26 -1.58 -1.109
C 3.67 -0.53 -1.19 -0.759
C 2.89 -0.95 -0.12 0.946
C 1.64 -4.13 1.76 0.507
C 0.27 -4.30 1.61 -0.015
C -0.24 -5.59 1.55 -0.682
C 0.61 -6.69 1.62 -0.548
C 1.97 -6.51 1.78 -0.797
C 2.49 -5.22 1.87 -0.278
H 1.25 5.46 -0.73 0.434
H 0.55 6.37 -2.93 0.381
H -1.57 5.60 -3.96 0.424
H -2.95 3.88 -2.81 0.468
H -2.27 2.98 -0.64 -0.028
H -0.91 1.10 2.08 0.678
H -2.91 0.58 3.40 0.470
H -4.64 2.32 3.80 0.417
H -4.36 4.58 2.82 0.403
H -2.31 5.12 1.54 0.506
H 2.68 3.43 3.12 0.344
H 1.99 5.09 4.83 0.396
H 0.28 4.49 6.52 0.382
H -0.66 2.20 6.55 0.411
H 0.06 0.54 4.84 0.398
H 4.35 1.39 0.99 0.407
H 6.67 0.57 1.40 0.400
H 7.16 -0.77 3.43 0.384
H 5.36 -1.22 5.07 0.392
H 3.05 -0.44 4.62 0.397
H 4.67 -3.71 0.75 0.122
H 6.00 -2.99 -1.19 0.410
H 5.37 -0.94 -2.43 0.376
H 3.40 0.38 -1.71 0.472
H 2.02 -0.39 0.16 -0.397
H -0.36 -3.43 1.55 0.533
H -1.31 -5.73 1.45 0.507
H 0.20 -7.69 1.56 0.378
H 2.64 -7.36 1.84 0.374
H 3.55 -5.07 2.04 0.319
N -4.15 0.22 -7.35 -0.367
C -3.94 -0.31 -6.10 0.283
O -4.62 -1.23 -5.68 -0.633
C -2.85 0.32 -5.30 0.054
C -2.35 1.59 -5.55 -0.441
C -1.34 2.09 -4.75 -0.928
C -0.86 1.29 -3.72 -0.493
N -1.33 0.06 -3.47 0.458
C -2.31 -0.41 -4.24 -0.091
H -4.85 -0.22 -7.92 0.236
H -3.50 0.85 -7.78 0.171
H -2.77 2.21 -6.33 0.336
H -0.94 3.08 -4.90 0.591
H -0.07 1.65 -3.06 0.303
H -2.68 -1.40 -4.02 0.464
```

***

Molecular formula: C51H47N12O3Sr
Method: DFT, ωB97M-V/def2-TZVPD

## Properties
Net charge ... +1
HOMO energy ... -8.922 eV
E ... -78507.578 eV
Maximum force ... 3.18 eV/Å
2S+1 ... 1
Frontier orbital gap ... 5.72 eV

XYZ file:
```
114
Properties=species:S:1:pos:R:3:mulliken_charge:R:1
Sr 0.31 0.61 0.41 2.289
C -5.57 0.00 5.01 -1.610
C -4.45 -0.15 4.03 0.642
C -4.45 -1.13 3.08 -1.037
C -3.35 -1.30 2.19 0.269
C -3.28 -2.30 1.23 -0.868
N -4.29 -2.95 0.63 -0.013
C -5.66 -2.48 0.50 -1.229
C -5.73 -0.98 0.19 -0.442
C -4.88 -0.59 -1.04 -1.072
N -4.02 0.55 -0.78 0.841
C -4.20 1.74 -1.31 -0.125
C -3.30 2.80 -1.27 1.031
C -3.66 3.99 -1.95 -1.481
C -2.79 5.03 -2.09 0.469
C -3.12 6.27 -2.87 -1.591
C -1.53 4.93 -1.45 -0.947
C -1.13 3.83 -0.73 1.274
C 0.14 3.91 -0.04 -1.590
N 0.73 3.00 0.61 0.878
C 1.96 3.32 1.26 -1.431
C 2.17 2.49 2.53 0.815
C 0.95 2.47 3.43 -1.768
N -0.03 1.54 2.94 0.894
C -1.15 1.52 3.53 -1.418
C -2.24 0.61 3.29 1.252
C -3.34 0.71 4.11 -0.742
C -2.18 -0.42 2.26 -0.347
O -1.28 -0.51 1.42 -0.850
C -1.99 2.67 -0.63 -0.595
O -1.67 1.61 -0.06 0.861
H -6.43 -0.61 4.73 0.405
H -5.88 1.04 5.07 0.374
H -5.25 -0.29 6.00 0.339
H -5.25 -1.85 3.06 0.571
H -2.28 -2.54 0.88 0.721
H -4.03 -3.71 0.02 0.330
H -6.24 -2.69 1.40 0.372
H -6.12 -3.03 -0.32 0.461
H -5.38 -0.41 1.05 0.299
H -6.78 -0.72 0.03 0.654
H -5.52 -0.35 -1.88 0.719
H -4.23 -1.42 -1.33 0.316
H -3.14 0.42 -0.26 -0.899
H -5.12 1.88 -1.87 0.464
H -4.65 4.06 -2.37 0.389
H -4.12 6.21 -3.27 0.365
H -2.42 6.39 -3.69 0.350
H -3.05 7.15 -2.23 0.382
H -0.86 5.77 -1.53 0.515
H 0.59 4.92 -0.09 0.193
H 2.03 4.40 1.49 0.640
H 2.77 3.06 0.57 0.153
H 3.04 2.89 3.07 0.579
H 2.38 1.46 2.25 -0.771
H 0.52 3.48 3.53 0.460
H 1.26 2.14 4.44 0.466
H -1.35 2.23 4.36 0.288
H -3.36 1.48 4.86 0.545
C 2.01 -1.47 4.55 -0.867
C 0.85 -1.53 3.79 -0.265
N 0.87 -1.90 2.52 -0.278
C 2.05 -2.21 1.99 0.712
C 3.21 -2.18 2.77 -0.248
N 3.18 -1.81 4.04 -0.680
C 2.09 -2.55 0.56 -0.355
C 3.11 -3.35 0.06 -1.016
C 3.22 -3.58 -1.31 1.203
C 2.24 -3.00 -2.10 -1.436
C 1.20 -2.28 -1.51 0.495
N 1.13 -2.05 -0.21 0.661
C 0.11 -1.75 -2.34 -0.317
C -0.20 -2.29 -3.60 -0.982
N -1.10 -1.76 -4.39 -0.604
C -1.73 -0.68 -3.95 -1.083
C -1.49 -0.19 -2.67 -1.031
N -0.59 -0.72 -1.87 1.636
C 4.30 -4.40 -1.89 0.878
C 5.39 -4.83 -1.13 -0.580
C 6.35 -5.64 -1.72 -0.436
N 6.30 -6.03 -2.98 -0.616
C 5.29 -5.60 -3.72 -0.444
C 4.27 -4.81 -3.23 -0.570
H 2.03 -1.14 5.58 0.453
H -0.12 -1.30 4.20 0.608
H 4.18 -2.44 2.38 0.563
H 3.80 -3.82 0.75 0.808
H 2.27 -3.10 -3.17 0.635
H 0.27 -3.19 -3.97 0.646
H -2.43 -0.22 -4.62 0.456
H -2.04 0.66 -2.30 0.927
H 5.51 -4.54 -0.10 0.389
H 7.19 -5.99 -1.16 0.386
H 5.28 -5.92 -4.75 0.387
H 3.47 -4.53 -3.89 0.378
O 2.33 0.21 0.58 -0.056
C 3.52 0.46 0.18 -0.266
C 4.61 0.29 1.06 -0.472
C 5.90 0.55 0.68 -1.139
C 6.18 0.97 -0.62 -1.022
C 5.14 1.15 -1.51 -1.117
C 3.81 0.91 -1.14 0.146
C 2.75 1.18 -2.08 0.266
N 1.48 1.43 -1.81 1.102
C 0.89 1.75 -2.99 -0.642
C 1.80 1.67 -4.01 -1.384
N 2.97 1.30 -3.42 -0.038
H 4.38 -0.04 2.06 0.587
H 6.70 0.43 1.40 0.455
H 7.19 1.19 -0.91 0.412
H 5.37 1.52 -2.50 0.433
H -0.13 2.06 -3.04 0.635
H 1.70 1.82 -5.07 0.447
H 3.85 1.13 -3.89 0.202
```

***

Molecular formula: C51H47N3P2PdTe
Method: DFT, ωB97M-V/def2-TZVPD

## Properties
HOMO energy (spin up / spin down) ... -4.922 / -4.911 eV
E ... -87463.067 eV
Maximum force ... 1.81 eV/Å
2S+1 ... 1
Frontier orbital gap (spin up / spin down) ... 3.94 / 3.92 eV
Relative energy (zero: lowest compared OMol25 entry of this formula, charge and spin) ... 0.0 kJ/mol

XYZ file:
```
105
Properties=species:S:1:pos:R:3:mulliken_charge:R:1
Pd 0.29 -0.19 -0.97 -0.474
Te 4.09 0.52 2.39 0.180
C 4.66 -1.39 3.12 0.020
C 5.49 -2.22 2.37 -0.133
C 5.71 -3.52 2.81 -0.416
N 5.17 -4.02 3.92 -0.647
C 4.39 -3.22 4.63 -0.396
C 4.10 -1.91 4.28 -0.188
C 2.72 -0.34 1.04 -1.066
P 2.91 0.01 -0.72 0.896
C 4.73 -0.01 -1.04 0.587
C 5.41 1.19 -0.84 -0.341
C 6.77 1.30 -1.10 -0.712
C 7.47 0.21 -1.59 -0.501
C 6.80 -0.98 -1.83 -0.769
C 5.44 -1.09 -1.57 -0.394
C 2.43 -1.62 -1.49 0.440
C 1.63 -1.62 -2.64 -0.571
C 1.20 -2.83 -3.20 -0.813
C 1.60 -4.03 -2.65 -0.892
C 2.43 -4.03 -1.52 -0.713
C 2.82 -2.84 -0.94 -0.267
P 0.98 -0.42 1.39 1.923
C 0.61 -2.23 1.21 0.624
C -0.29 -2.61 0.21 -0.521
C -0.60 -3.95 -0.01 -0.801
C -0.01 -4.92 0.79 -1.014
C 0.92 -4.56 1.76 -0.694
C 1.24 -3.23 1.96 0.229
C 0.65 -0.15 3.17 0.806
C 0.83 1.16 3.64 -0.561
C 0.56 1.49 4.95 -0.920
C 0.08 0.52 5.82 -0.490
C -0.16 -0.76 5.36 -0.746
C 0.11 -1.10 4.04 -0.605
H 5.94 -1.87 1.45 0.445
H 6.35 -4.18 2.24 0.397
H 3.96 -3.65 5.53 0.392
H 3.44 -1.31 4.90 0.404
H 4.86 2.05 -0.48 0.445
H 7.28 2.24 -0.93 0.399
H 8.53 0.29 -1.80 0.388
H 7.34 -1.83 -2.24 0.409
H 4.94 -2.03 -1.78 0.383
H 1.42 -0.68 -3.13 0.574
H 0.58 -2.82 -4.09 0.469
H 1.27 -4.96 -3.08 0.398
H 2.75 -4.97 -1.09 0.442
H 3.44 -2.85 -0.05 0.476
H -0.74 -1.81 -0.40 0.314
H -1.28 -4.23 -0.80 0.392
H -0.26 -5.97 0.64 0.395
H 1.41 -5.32 2.35 0.439
H 1.99 -2.95 2.69 0.347
H 1.17 1.92 2.95 0.518
H 0.72 2.50 5.30 0.461
H -0.13 0.77 6.86 0.416
H -0.57 -1.52 6.02 0.432
H -0.10 -2.10 3.69 0.439
C -0.25 1.68 -1.26 -1.019
C -0.88 2.74 -1.36 -0.051
C -1.83 3.74 -1.53 0.272
C -2.93 3.72 -0.57 -0.316
C -4.26 4.07 -0.88 -0.284
C -5.29 3.92 0.03 -0.884
C -5.05 3.41 1.30 -0.564
C -3.76 3.03 1.63 -0.615
C -2.72 3.17 0.72 0.052
C -1.86 4.51 -2.77 0.505
C -2.59 5.70 -2.93 -0.100
C -2.65 6.36 -4.14 -0.761
C -1.95 5.88 -5.25 -0.468
C -1.17 4.75 -5.10 -0.608
C -1.12 4.07 -3.89 -0.688
H -4.49 4.43 -1.88 0.604
H -6.30 4.21 -0.25 0.376
H -5.86 3.32 2.03 0.392
H -3.55 2.61 2.61 0.499
H -1.72 2.86 0.99 0.721
H -3.10 6.12 -2.07 0.616
H -3.23 7.27 -4.23 0.362
H -2.00 6.40 -6.20 0.373
H -0.59 4.38 -5.94 0.371
H -0.50 3.18 -3.78 0.393
C -5.02 -1.39 -1.60 -0.707
C -3.49 -1.37 -1.86 -0.497
N -2.85 -0.42 -0.97 0.456
C -3.27 0.94 -1.29 1.131
C -4.81 1.04 -1.24 -1.018
N -5.32 -0.26 -0.66 0.137
C -4.68 -0.51 0.67 -0.978
C -3.17 -0.72 0.42 -0.115
H -5.35 -2.31 -1.11 0.385
H -5.61 -1.25 -2.50 0.322
H -3.28 -1.07 -2.89 0.563
H -3.07 -2.36 -1.70 0.069
H -2.89 1.23 -2.26 1.033
H -2.83 1.61 -0.56 -2.027
H -5.26 1.16 -2.22 -0.180
H -5.14 1.85 -0.59 0.327
H -6.33 -0.19 -0.54 0.326
H -5.16 -1.38 1.12 0.377
H -4.88 0.36 1.29 0.341
H -2.87 -1.74 0.65 0.501
H -2.58 -0.05 1.05 0.142
```

***

Molecular formula: C51H48As2IrN4S2
Method: DFT, ωB97M-V/def2-TZVPD

## Properties
Net charge ... +4
HOMO energy (spin up / spin down) ... -17.648 / -17.646 eV
E ... -205777.551 eV
Maximum force ... 0.87 eV/Å
2S+1 ... 2
Frontier orbital gap (spin up / spin down) ... 4.85 / 3.66 eV
Relative energy (zero: lowest compared OMol25 entry of this formula, charge and spin) ... 61.6 kJ/mol

XYZ file:
```
108
Properties=species:S:1:pos:R:3:mulliken_charge:R:1
Ir -1.16 0.44 0.17 1.583
C -2.93 0.98 3.14 -1.433
C -2.72 -0.52 3.16 -1.341
As -2.70 -1.16 1.32 0.772
C -4.50 -0.91 0.70 0.501
C -4.78 -0.82 -0.67 -0.272
C -6.10 -0.73 -1.09 -0.652
C -7.13 -0.72 -0.16 -0.681
C -6.85 -0.81 1.20 -0.806
C -5.53 -0.91 1.63 -0.643
C -2.39 -3.04 1.47 0.415
C -3.24 -3.92 0.80 -0.217
C -3.16 -5.28 1.06 -0.839
C -2.24 -5.75 1.99 -0.639
C -1.39 -4.88 2.65 -0.905
C -1.46 -3.51 2.39 -0.019
As -1.38 1.78 2.28 1.372
C -1.73 3.65 2.17 0.574
C -0.78 4.55 2.65 -0.282
C -1.12 5.89 2.75 -0.815
C -2.38 6.33 2.37 -0.539
C -3.32 5.43 1.87 -0.820
C -3.00 4.08 1.77 -0.472
C 0.07 1.54 3.51 0.310
C -0.19 1.32 4.86 -0.289
C 0.87 1.20 5.75 -0.841
C 2.17 1.33 5.31 -0.820
C 2.43 1.58 3.97 -0.723
C 1.38 1.68 3.07 -0.641
H -3.04 1.44 4.12 0.615
H -3.81 1.26 2.56 0.642
H -3.49 -1.07 3.71 0.705
H -1.76 -0.78 3.60 0.598
H -3.99 -0.86 -1.40 0.378
H -6.33 -0.68 -2.15 0.484
H -8.16 -0.64 -0.49 0.442
H -7.65 -0.82 1.92 0.470
H -5.34 -1.00 2.69 0.437
H -3.97 -3.55 0.09 0.463
H -3.82 -5.96 0.55 0.490
H -2.19 -6.81 2.21 0.451
H -0.67 -5.25 3.37 0.486
H -0.78 -2.84 2.91 0.329
H 0.19 4.22 2.97 0.410
H -0.40 6.60 3.13 0.450
H -2.64 7.37 2.46 0.438
H -4.30 5.77 1.57 0.451
H -3.74 3.39 1.37 0.379
H -1.20 1.24 5.24 0.400
H 0.66 1.02 6.80 0.484
H 2.99 1.25 6.01 0.464
H 3.45 1.71 3.64 0.511
H 1.58 1.91 2.03 0.863
S 0.24 2.15 -0.73 -0.385
C 1.81 1.54 -0.58 0.157
N 2.89 2.24 -0.82 0.361
C 4.21 1.71 -0.42 -0.826
C 4.27 0.24 -0.76 -0.620
N 3.14 -0.43 -0.09 0.350
C 3.43 -1.80 0.44 -0.978
C 3.94 -2.67 -0.67 0.448
C 5.23 -3.17 -0.63 -0.380
C 5.69 -4.01 -1.64 -0.763
C 4.85 -4.33 -2.70 -0.527
C 3.55 -3.83 -2.75 -0.748
C 3.09 -3.00 -1.74 0.084
C 1.98 0.15 -0.04 0.027
S 0.60 -0.70 0.59 -0.003
C 2.89 3.57 -1.47 -1.470
C 3.44 3.48 -2.87 0.630
C 4.73 3.93 -3.14 -0.260
C 5.22 3.88 -4.43 -0.769
C 4.43 3.35 -5.45 -0.463
C 3.14 2.89 -5.18 -0.780
C 2.65 2.95 -3.89 -0.099
H 4.35 1.88 0.65 0.274
H 4.98 2.26 -0.96 0.492
H 5.19 -0.22 -0.40 0.598
H 4.20 0.06 -1.83 0.309
H 2.52 -2.19 0.90 0.469
H 4.18 -1.66 1.22 0.473
H 5.89 -2.93 0.20 0.466
H 6.69 -4.41 -1.60 0.436
H 5.20 -4.98 -3.49 0.433
H 2.90 -4.10 -3.56 0.467
H 2.07 -2.63 -1.77 0.346
H 3.52 4.23 -0.86 0.480
H 1.88 3.96 -1.45 0.635
H 5.33 4.38 -2.35 0.455
H 6.21 4.26 -4.66 0.425
H 4.83 3.30 -6.46 0.424
H 2.54 2.51 -5.99 0.426
H 1.65 2.61 -3.67 0.406
N -2.27 -0.24 -3.81 0.016
C -2.02 0.47 -2.72 -0.691
N -1.59 -0.30 -1.72 0.070
C -1.51 -1.61 -2.23 0.938
C -1.12 -2.81 -1.64 -0.348
C -1.19 -3.94 -2.43 -1.617
C -1.64 -3.89 -3.76 -0.830
C -2.03 -2.71 -4.35 -1.049
C -1.96 -1.57 -3.56 0.603
H -2.64 0.13 -4.68 0.272
H -2.18 1.54 -2.67 0.596
H -0.80 -2.87 -0.61 0.698
H -0.91 -4.90 -2.01 0.627
H -1.68 -4.81 -4.34 0.516
H -2.37 -2.67 -5.38 0.522
```